Record 1
DFT (ωB97M-V with the def2-TZVPD basis set) results for a structure of composition C47H51AsClN4S2Zr at a distorted geometry.

Cartesian coordinates (Å):
1 Zr -1.05 0.32 -1.01
2 C 0.28 2.25 1.25
3 N -0.82 1.27 1.21
4 C -0.48 0.19 2.16
5 C -1.16 -1.13 1.81
6 N -0.76 -1.56 0.46
7 C 0.57 -2.20 0.51
8 C -1.70 -2.52 -0.13
9 C -2.56 -3.30 0.62
10 C -3.37 -4.24 0.00
11 C -3.32 -4.42 -1.37
12 C -2.47 -3.64 -2.13
13 C -1.65 -2.69 -1.52
14 S -0.50 -1.79 -2.48
15 C -2.10 1.88 1.59
16 C -2.16 2.86 2.57
17 C -3.36 3.46 2.93
18 C -4.54 3.06 2.32
19 C -4.50 2.07 1.37
20 C -3.30 1.46 0.99
21 S -3.41 0.15 -0.17
22 H 0.62 2.44 2.28
23 H -0.04 3.21 0.83
24 H 1.13 1.88 0.68
25 H -0.77 0.49 3.18
26 H 0.61 0.06 2.15
27 H -2.25 -1.00 1.82
28 H -0.88 -1.88 2.56
29 H 0.57 -3.05 1.20
30 H 1.34 -1.49 0.85
31 H 0.84 -2.56 -0.49
32 H -2.62 -3.21 1.69
33 H -4.04 -4.85 0.60
34 H -3.94 -5.16 -1.85
35 H -2.40 -3.77 -3.20
36 H -1.26 3.17 3.08
37 H -3.37 4.22 3.70
38 H -5.48 3.51 2.60
39 H -5.40 1.74 0.88
40 C 4.17 4.34 4.29
41 C 4.15 4.24 2.91
42 C 3.88 3.02 2.31
43 C 3.65 1.88 3.09
44 C 3.66 2.00 4.47
45 C 3.92 3.22 5.07
46 As 3.32 0.19 2.15
47 C 3.07 -1.07 3.62
48 C 1.98 -1.19 4.47
49 C 1.95 -2.20 5.42
50 C 2.99 -3.11 5.50
51 C 4.08 -3.00 4.65
52 C 4.13 -1.98 3.72
53 C 5.27 -1.67 2.85
54 C 6.47 -2.38 2.81
55 C 7.52 -1.91 2.04
56 C 7.40 -0.73 1.33
57 C 6.19 -0.04 1.33
58 C 5.13 -0.51 2.08
59 H 4.37 5.29 4.76
60 H 4.34 5.11 2.30
61 H 3.85 2.94 1.23
62 H 3.47 1.13 5.09
63 H 3.92 3.30 6.14
64 H 1.18 -0.46 4.42
65 H 1.11 -2.28 6.09
66 H 2.95 -3.90 6.23
67 H 4.89 -3.72 4.72
68 H 6.58 -3.29 3.38
69 H 8.44 -2.47 2.01
70 H 8.23 -0.35 0.76
71 H 6.10 0.89 0.79
72 C 3.50 1.44 -5.03
73 C 3.31 0.05 -4.43
74 N 2.86 0.05 -3.04
75 C 3.81 -0.54 -2.11
76 C 5.01 0.37 -1.89
77 C 1.64 0.48 -2.69
78 C 0.70 0.90 -3.78
79 N 1.19 0.57 -1.46
80 H 3.89 1.33 -6.04
81 H 4.20 2.02 -4.44
82 H 2.57 1.99 -5.09
83 H 4.28 -0.46 -4.46
84 H 2.63 -0.55 -5.04
85 H 4.13 -1.50 -2.52
86 H 3.34 -0.75 -1.14
87 H 5.48 0.62 -2.84
88 H 5.75 -0.14 -1.27
89 H 4.70 1.29 -1.41
90 H 0.91 0.39 -4.71
91 H 0.75 1.97 -3.94
92 H -0.32 0.64 -3.48
93 H 1.90 0.29 -0.77
94 Cl -2.67 0.28 -3.21
95 C -3.10 1.97 -3.31
96 C -4.12 2.35 -4.17
97 C -4.49 3.68 -4.23
98 C -3.85 4.61 -3.42
99 C -2.84 4.21 -2.57
100 C -2.42 2.87 -2.50
101 C -1.28 2.48 -1.60
102 H -4.60 1.60 -4.78
103 H -5.28 3.99 -4.89
104 H -4.13 5.65 -3.45
105 H -2.34 4.94 -1.95
106 H -1.36 3.18 -0.75
107 H -0.34 2.75 -2.11

Output
Total charge = +1
Electronic energy = -151837.2052 eV
Largest force on an atom = 1.41 eV Å⁻¹
ΔE to the lowest compared entry with this formula, charge and spin = 30.87 kcal per mole
HOMO-LUMO gap = 7.62 eV

Mulliken atomic charge list, values in e, 99 entries: -1.85, -1.41, 2.51, 0.62, -1.87, 1.95, -1.37, -0.02, -0.53, -0.99, -0.70, -1.00, 1.29, -0.46, -0.93, -0.85, -0.95, -0.75, -0.96, 1.44, -0.45, 0.70, 0.54, -0.31, 0.67, -1.60, 0.66, 0.69, 0.35, 0.19, 0.31, 0.44, 0.44, 0.43, 0.50, 0.44, 0.45, 0.42, 0.50, -0.52, -0.74, -0.14, 0.74, -0.63, -0.76, 1.00, -0.26, -0.16, -0.85, -0.79, -0.58, 0.46, 0.49, -0.71, -0.82, -0.67, -0.92, 0.14, 0.40, 0.41, 0.34, 0.39, 0.41, 0.53, 0.47, 0.42, 0.39, 0.42, 0.41, 0.45, 0.68, -1.06, -1.02, 0.53, -0.35, -0.92, 0.98, -0.97, 0.83, 0.43, 0.32, 0.29, 0.50, 0.53, 0.49, -0.15, 0.51, 0.30, 0.16, 0.55, 0.43, -0.20, -0.61, -0.06, 1.17, -0.83, -0.50, -0.75, -0.65

***

Record 2
DFT (ωB97M-V with the def2-TZVPD basis set) results for a structure of composition C20H21Cl6CrNO5S2.

Cartesian coordinates (Å):
1 Cr 0.61 0.76 0.06
2 C 0.39 -3.98 -0.50
3 C 0.21 -2.48 -0.61
4 S 1.05 -1.52 0.60
5 C -0.54 -1.94 -1.58
6 C -1.26 -2.79 -2.60
7 S -0.80 -0.20 -1.72
8 H 1.02 -4.22 0.35
9 H 0.86 -4.41 -1.40
10 H -0.57 -4.50 -0.36
11 H -0.68 -3.68 -2.87
12 H -1.46 -2.22 -3.50
13 H -2.23 -3.14 -2.22
14 Cl 3.91 1.12 0.22
15 C 3.12 1.30 1.77
16 C 1.73 1.21 1.81
17 C 1.18 1.40 3.07
18 Cl -0.55 1.27 3.23
19 C 1.93 1.67 4.21
20 Cl 1.16 1.91 5.75
21 C 3.31 1.74 4.12
22 Cl 4.27 2.06 5.53
23 C 3.92 1.56 2.88
24 Cl 5.65 1.65 2.75
25 C 1.68 1.88 -4.81
26 C 2.72 0.75 -4.65
27 C 2.39 0.22 -3.26
28 O 2.04 1.37 -2.52
29 C 1.26 2.21 -3.36
30 H 0.82 1.54 -5.39
31 H 2.11 2.75 -5.32
32 H 3.73 1.15 -4.67
33 H 2.63 -0.02 -5.42
34 H 3.23 -0.26 -2.75
35 H 1.55 -0.48 -3.28
36 H 1.46 3.24 -3.07
37 H 0.20 2.00 -3.21
38 O -0.99 2.50 -0.36
39 Cl -0.10 3.67 -0.16
40 O -0.41 4.69 -1.12
41 O -0.25 4.17 1.18
42 O 1.25 3.16 -0.37
43 N -2.96 0.41 0.96
44 C -3.40 -0.55 1.83
45 C -4.47 -0.33 2.70
46 C -4.93 -1.34 3.53
47 C -4.35 -2.60 3.52
48 C -3.27 -2.82 2.66
49 C -2.80 -1.83 1.82
50 H -2.08 0.26 0.48
51 H -3.18 1.37 1.14
52 H -4.93 0.65 2.73
53 H -5.76 -1.14 4.20
54 H -4.70 -3.38 4.17
55 H -2.78 -3.79 2.64
56 H -1.95 -2.00 1.17

Output
Total charge = -2
Electronic energy = -158031.2303 eV
Largest force on an atom = 0.91 eV Å⁻¹
ΔE to the lowest compared entry with this formula, charge and spin = 2.75 kcal per mole
HOMO-LUMO gap (alpha / beta) = 5.01 / 5.32 eV
Spin multiplicity = 5
<S²> = 6.030

Charges per atom according to natural (NBO) partitioning, unit e: 0.91, -0.64, -0.21, -0.40, -0.21, -0.63, -0.44, 0.22, 0.19, 0.19, 0.19, 0.21, 0.20, 0.03, -0.07, -0.44, 0.04, 0.02, -0.12, 0.00, -0.10, 0.00, -0.08, -0.01, -0.43, -0.42, -0.07, -0.53, -0.07, 0.20, 0.19, 0.19, 0.19, 0.19, 0.19, 0.20, 0.20, -0.87, 2.53, -0.84, -0.82, -0.84, -0.79, 0.20, -0.30, -0.20, -0.31, -0.19, -0.22, 0.41, 0.38, 0.19, 0.19, 0.19, 0.20, 0.23

***

Record 3
DFT (ωB97M-V with the def2-TZVPD basis set) results for a cluster of 2 separate species, C4H8FNO in total at a distorted geometry.

Cartesian coordinates (Å):
1 C -0.39 0.12 -0.12
2 C 0.08 -1.27 0.10
3 C -0.39 0.70 1.30
4 C 0.85 0.74 0.50
5 H -0.36 1.20 -1.78
6 H -1.95 0.99 -0.95
7 H -0.76 -2.11 0.20
8 H 0.97 -1.14 0.85
9 H 0.42 -1.90 -2.03
10 H -0.88 1.83 1.32
11 H -0.71 -0.21 2.02
12 H 1.92 0.16 0.49
13 N -1.04 0.50 -1.20
14 O 1.14 -1.72 -0.91
15 F 1.10 2.11 0.21

Output
Total charge = 0
Electronic energy = -10526.5405 eV
Largest force on an atom = 7.34 eV Å⁻¹
ΔE to the lowest compared entry with this formula, charge and spin = 137.51 kcal per mole
HOMO-LUMO gap = 10.11 eV

Charges per atom according to natural (NBO) partitioning, unit e: -0.03, -0.09, -0.45, 0.16, 0.39, 0.38, 0.20, 0.22, 0.43, 0.25, 0.24, 0.22, -0.82, -0.73, -0.38

***

Record 4
DFT (ωB97M-V with the def2-TZVPD basis set) results for the molecule C2H7N3S at a distorted geometry.

Cartesian coordinates (Å):
1 C 2.73 0.85 0.17
2 S 1.54 -0.54 -0.23
3 N -0.01 0.08 0.14
4 C -0.97 -0.76 0.17
5 N -2.29 -0.33 0.21
6 N -2.80 0.94 -0.24
7 H 2.52 1.78 -0.44
8 H 2.76 1.17 1.32
9 H 3.77 0.52 -0.02
10 H -0.92 -1.88 0.38
11 H -2.91 -1.14 -0.03
12 H -1.98 1.12 -0.93
13 H -2.82 1.61 0.52

Output
Total charge = 0
Electronic energy = -17490.7608 eV
SMILES = CS/N=C/NN
Largest force on an atom = 3.96 eV Å⁻¹
ΔE to the lowest compared entry with this formula, charge and spin = 49.60 kcal per mole
HOMO-LUMO gap = 8.74 eV

Charges per atom according to natural (NBO) partitioning, unit e: -0.75, 0.35, -0.68, 0.24, -0.46, -0.64, 0.22, 0.22, 0.23, 0.17, 0.37, 0.37, 0.36

***

Record 5
DFT (ωB97M-V with the def2-TZVPD basis set) results for a cluster of 2 separate species, C29H28N4O5 in total at a distorted geometry.

Cartesian coordinates (Å):
1 O -0.10 -3.46 -3.37
2 C 0.64 -2.88 -2.60
3 O 1.76 -2.24 -2.99
4 C 0.29 -2.86 -1.16
5 C -0.95 -3.33 -0.71
6 C -1.31 -3.29 0.64
7 C -2.66 -3.72 1.07
8 C -3.34 -4.76 0.44
9 C -4.63 -5.11 0.84
10 N -5.27 -4.46 1.83
11 C -4.64 -3.45 2.44
12 C -3.34 -3.06 2.09
13 C -0.38 -2.79 1.56
14 C 0.87 -2.29 1.16
15 C 1.80 -1.68 2.14
16 C 1.36 -1.14 3.35
17 C 2.27 -0.54 4.24
18 N 3.58 -0.45 3.97
19 C 4.02 -0.94 2.81
20 C 3.18 -1.56 1.88
21 C 1.18 -2.33 -0.21
22 H 1.81 -2.39 -3.95
23 H -1.67 -3.70 -1.44
24 H -2.88 -5.33 -0.36
25 H -5.14 -5.92 0.34
26 H -5.15 -2.92 3.23
27 H -2.90 -2.22 2.62
28 H -0.65 -2.79 2.61
29 H 0.32 -1.15 3.64
30 H 1.90 -0.13 5.17
31 H 5.08 -0.86 2.58
32 H 3.63 -1.95 0.98
33 H 2.13 -1.93 -0.56
34 C 0.81 5.28 -0.33
35 N 1.50 4.23 0.43
36 C 1.94 3.04 0.00
37 O 2.59 2.35 0.77
38 C 1.63 2.54 -1.42
39 C 0.63 1.36 -1.38
40 C -0.68 1.63 -0.66
41 C -1.52 2.68 -1.08
42 C -2.75 2.91 -0.43
43 C -3.15 2.07 0.63
44 O -4.34 2.27 1.26
45 C -2.31 1.01 1.05
46 C -1.08 0.80 0.40
47 N 2.86 2.08 -2.07
48 C 3.18 2.13 -3.36
49 C 2.23 2.78 -4.35
50 O 4.24 1.68 -3.76
51 H 0.80 6.20 0.25
52 H 1.34 5.48 -1.27
53 H -0.21 4.98 -0.54
54 H 1.73 4.43 1.39
55 H 1.18 3.34 -2.00
56 H 0.40 1.06 -2.41
57 H 1.13 0.51 -0.91
58 H -1.24 3.29 -1.92
59 H -3.39 3.71 -0.76
60 H -4.84 2.98 0.86
61 H -2.62 0.38 1.86
62 H -0.43 0.00 0.73
63 H 3.56 1.66 -1.47
64 H 1.27 2.26 -4.32
65 H 2.11 3.83 -4.10
66 H 2.66 2.69 -5.35

Output
Total charge = 0
Electronic energy = -46726.9874 eV
SMILES = O=C(O)c1cc(-c2ccncc2)cc(-c2ccncc2)c1.CNC(=O)[C@H](Cc1ccc(O)cc1)NC(C)=O
Largest force on an atom = 1.98 eV Å⁻¹
ΔE to the lowest compared entry with this formula, charge and spin = 16.15 kcal per mole
HOMO-LUMO gap = 8.50 eV

Charges per atom according to natural (NBO) partitioning, unit e: -0.59, 0.77, -0.67, -0.17, -0.15, 0.02, -0.03, -0.25, 0.04, -0.41, 0.04, -0.25, -0.21, 0.02, -0.04, -0.25, 0.04, -0.41, 0.05, -0.23, -0.17, 0.51, 0.24, 0.22, 0.20, 0.20, 0.21, 0.22, 0.21, 0.19, 0.20, 0.21, 0.23, -0.42, -0.60, 0.68, -0.64, -0.13, -0.43, 0.03, -0.22, -0.29, 0.29, -0.67, -0.21, -0.23, -0.61, 0.67, -0.71, -0.63, 0.22, 0.20, 0.20, 0.41, 0.21, 0.22, 0.23, 0.21, 0.21, 0.48, 0.21, 0.22, 0.43, 0.22, 0.22, 0.25